# 1
# C6H14N2O2

A cluster of 2 separate species, C6H14N2O2 in total (the ωB97M-V functional and the def2-TZVPD basis, the OMol25 dataset).

Results
* orbital gap: 0.3507 Eh
* energy above the lowest of the compared OMol25 structures with the same formula, charge and spin: 248.2 kJ/mol
* total energy: -13523.0520 eV

```
24
Properties=species:S:1:pos:R:3:forces:R:3
C 0.051 -0.589 2.945 0.2 -4.3 -0.3
C -1.856 2.109 1.112 2.4 1.3 -0.5
C -0.506 0.167 1.818 -1.8 0.2 -4.2
O -0.860 -0.407 0.733 1.2 1.1 2.9
N -0.760 1.525 1.935 -0.3 -2.0 1.5
H 1.035 -0.467 3.302 1.0 1.7 0.7
H -0.590 1.834 2.903 -0.4 0.3 -0.9
H -1.311 3.075 0.817 -1.6 -1.1 -0.4
H -0.685 -0.688 3.776 0.6 0.0 -0.6
H 0.360 -1.674 2.525 -1.7 2.0 0.7
H -2.036 1.407 0.248 0.2 1.0 1.1
H -2.754 2.363 1.683 0.2 -0.3 0.0
C 0.707 1.188 -2.059 2.1 0.8 -4.1
C 0.896 -2.601 -1.703 -2.0 0.7 -0.8
C 1.269 -1.307 -2.457 1.0 0.2 0.2
O 2.237 -1.306 -3.223 -1.5 0.8 1.1
N 0.421 -0.237 -2.154 -1.7 -0.7 1.1
H -0.305 -0.487 -1.424 1.4 0.1 -1.2
H 1.811 1.289 -2.252 -0.9 0.2 1.0
H 1.642 -3.336 -1.778 0.9 -0.9 -0.9
H 0.301 2.049 -2.764 0.1 -2.5 0.0
H 0.281 1.583 -1.216 -0.1 0.5 2.9
H 0.745 -2.557 -0.640 -0.3 0.9 0.6
H -0.092 -2.933 -2.129 1.0 -0.1 0.3
```
Positions in Å, forces in eV/Å.

=====

# 2
# C34H49O4PSSi3Y

A structure of composition C34H49O4PSSi3Y (the ωB97M-V functional and the def2-TZVPD basis, the OMol25 dataset).

Results
* orbital gap: 0.2729 Eh
* energy above the lowest of the compared OMol25 structures with the same formula, charge and spin: 86.6 kJ/mol
* total energy: -89039.7918 eV
* net charge: +1

```
93
Properties=species:S:1:pos:R:3:forces:R:3
Y 0.166 0.511 0.834 -0.5 1.3 -0.7
O 0.837 -1.109 2.399 -0.9 0.1 -0.9
C -0.041 -1.551 1.578 1.1 1.1 3.0
C -0.529 -2.865 1.692 -0.2 -0.9 -1.6
C -0.645 -3.660 2.809 -0.1 -0.9 0.7
C -1.034 -4.969 2.575 -0.7 -0.5 1.5
C -1.464 -5.396 1.331 0.3 -1.1 -0.5
C -1.276 -4.646 0.187 0.7 0.5 0.7
C -0.780 -3.345 0.396 -0.7 -1.2 0.5
P -0.478 -2.240 -0.964 -0.3 1.5 -0.2
C -1.976 -2.700 -1.908 0.5 -0.4 -1.2
C -3.224 -2.843 -1.323 -0.3 0.2 -0.3
C -4.342 -3.283 -2.057 -0.3 0.6 2.5
C -4.208 -3.722 -3.333 1.1 0.9 -0.9
C -2.979 -3.484 -3.936 1.2 -0.4 -1.7
C -1.859 -2.976 -3.273 -0.1 -0.1 0.1
C 0.993 -2.971 -1.734 -1.2 -2.0 0.6
C 1.433 -2.485 -2.943 0.7 1.5 0.5
C 2.378 -3.169 -3.660 0.8 -0.4 -1.9
C 2.785 -4.430 -3.275 0.2 -0.7 1.1
C 2.466 -4.867 -1.968 0.5 -0.7 -1.0
C 1.498 -4.212 -1.241 0.8 1.4 -1.3
H -0.513 -3.299 3.834 0.3 0.0 -0.5
H -1.103 -5.718 3.394 0.0 0.9 -0.5
H -1.874 -6.404 1.267 0.2 0.2 -0.1
H -1.370 -5.087 -0.805 -0.4 0.3 0.2
H -3.343 -2.598 -0.283 -0.2 0.1 0.3
H -5.301 -3.224 -1.516 0.4 -0.4 -0.5
H -4.991 -4.080 -3.954 -0.7 -0.3 -0.1
H -2.853 -3.733 -5.012 -0.2 0.1 0.8
H -0.868 -2.832 -3.752 -1.1 -0.2 0.0
H 1.185 -1.468 -3.257 -0.3 -0.3 0.0
H 2.806 -2.752 -4.594 -0.6 -0.3 0.6
H 3.308 -5.125 -3.941 0.3 0.7 0.3
H 2.974 -5.763 -1.565 -0.6 0.4 -0.3
H 1.201 -4.660 -0.336 -0.4 -0.1 1.0
C 0.685 1.917 3.835 0.8 2.3 -0.3
O -0.094 1.883 2.626 -0.2 -0.2 0.3
Si -1.088 3.202 2.026 -0.4 0.3 -1.0
C -2.692 3.124 3.048 0.7 0.2 0.3
C -0.300 4.813 2.676 0.4 -0.6 -0.4
C -1.086 2.750 0.172 0.8 0.1 2.1
Si -2.724 2.151 -0.415 0.1 1.4 -1.1
C -3.023 0.486 0.360 1.9 0.1 1.5
C -4.114 3.334 0.070 0.4 -0.1 -0.5
C -2.768 1.826 -2.330 0.1 0.1 0.5
Si -0.025 3.941 -0.770 -1.1 -0.1 -1.2
C -0.922 5.475 -1.517 -0.1 -0.5 0.4
C 1.606 4.443 -0.020 -1.1 0.4 1.2
C 0.526 3.187 -2.379 -0.4 -0.5 -1.3
H 0.295 2.723 4.541 0.2 -1.4 -0.7
H 1.685 2.320 3.500 -0.6 -0.6 0.7
H 0.786 0.925 4.261 -0.2 0.0 0.1
H -2.355 3.036 4.102 -0.3 -0.3 -0.4
H -3.381 2.327 2.771 0.1 0.0 0.3
H -3.235 4.077 3.022 0.1 -0.1 -0.3
H -0.640 4.941 3.708 0.3 0.1 0.0
H -0.637 5.672 2.111 -0.5 0.2 -0.2
H 0.793 4.882 2.578 -0.3 -0.3 0.5
H -3.181 0.553 1.481 0.1 -0.3 -1.3
H -2.047 -0.067 0.153 -1.1 0.0 0.3
H -3.745 -0.104 -0.136 -1.0 -0.7 -0.3
H -4.386 3.240 1.124 -0.2 0.0 -0.3
H -4.912 2.970 -0.584 -0.5 0.4 0.3
H -3.879 4.400 -0.152 -0.2 -0.8 0.0
H -1.866 1.274 -2.656 -0.4 0.2 0.1
H -2.914 2.691 -2.981 0.6 0.4 0.3
H -3.644 1.264 -2.628 -0.2 -0.7 0.3
H -1.419 6.054 -0.723 0.3 0.2 -0.4
H -1.716 5.124 -2.198 0.2 -0.1 0.3
H -0.246 6.072 -2.154 -0.2 0.0 0.6
H 1.539 5.249 0.735 0.3 -0.9 0.1
H 2.110 4.903 -0.806 1.0 0.8 -1.7
H 2.185 3.559 0.208 0.3 -0.1 0.8
H 1.108 3.963 -2.862 0.4 0.2 -0.2
H -0.288 3.001 -3.117 0.2 0.1 0.7
H 1.123 2.275 -2.404 0.2 -0.1 0.3
O 4.645 3.857 5.066 -2.7 0.8 1.6
C 3.677 4.129 5.631 2.7 -0.8 -1.6
O 2.213 0.310 0.274 1.6 1.4 -0.1
S 3.688 0.800 0.594 -2.1 -2.9 0.3
C 4.066 -0.387 1.978 -0.2 -0.9 0.6
C 5.001 -1.547 1.464 0.3 0.6 0.6
C 5.242 -1.435 -0.051 -0.7 -1.4 0.0
C 4.573 -0.181 -0.612 2.1 0.5 -0.1
H 3.091 -0.750 2.482 1.3 0.8 -1.3
H 4.634 0.123 2.743 -0.1 0.6 0.1
H 4.573 -2.543 1.717 0.4 0.8 0.0
H 5.979 -1.385 1.986 -0.9 -0.6 -0.3
H 4.825 -2.363 -0.508 0.2 0.8 0.0
H 6.315 -1.451 -0.290 -0.4 0.2 0.1
H 4.009 -0.355 -1.502 -0.9 0.1 -0.3
H 5.380 0.475 -0.914 0.2 0.4 -0.3
```
Positions in Å, forces in eV/Å.

=====

# 3
# C23H23BN6O3Ru

A structure of composition C23H23BN6O3Ru (the ωB97M-V functional and the def2-TZVPD basis, the OMol25 dataset).

Results
* multiplicity: 6
* orbital gap (alpha / beta): 0.2717 / 0.2005 Eh
* energy above the lowest of the compared OMol25 structures with the same formula, charge and spin: 156.1 kJ/mol
* total energy: -42554.0169 eV
* net charge: +1

```
57
Properties=species:S:1:pos:R:3:forces:R:3
Ru -0.435 -0.260 -1.033 -1.3 0.3 -1.7
C 3.429 2.144 1.553 1.2 0.0 0.0
O 2.242 1.520 1.084 0.1 -1.7 0.1
C 1.165 2.271 0.952 -2.1 0.9 1.3
C 1.192 3.536 0.348 0.7 -0.5 1.2
C 0.189 4.431 0.688 -1.3 0.0 -1.3
C -1.033 4.024 1.268 2.1 -0.3 -0.1
C -1.114 2.742 1.762 -1.7 0.7 1.2
C -0.090 1.814 1.697 2.4 -0.3 -3.4
N -0.398 0.485 1.758 -0.1 0.5 0.7
N 0.229 -0.214 0.762 1.3 -1.8 1.2
C 1.055 -1.347 0.933 -1.4 1.9 1.8
C 1.746 -1.636 -0.268 0.5 -0.3 -1.0
O 1.408 -0.939 -1.361 0.2 -1.1 0.8
C 2.755 -2.642 -0.247 -1.1 0.7 -1.7
C 3.123 -3.151 0.943 1.0 0.0 -0.4
C 2.538 -2.819 2.167 -2.4 1.5 2.3
C 3.022 -3.337 3.390 -1.0 -0.4 -1.1
C 2.249 -3.261 4.543 -0.7 1.6 -2.1
C 1.059 -2.455 4.569 0.8 -0.9 -1.3
C 0.521 -1.869 3.400 1.6 0.2 0.5
C 1.315 -1.992 2.219 1.0 -0.7 -1.2
H 3.504 2.184 2.690 -0.5 0.2 -1.4
H 3.402 3.128 1.041 1.0 -0.5 1.0
H 4.278 1.481 1.219 -0.8 1.0 0.1
H 2.102 3.853 -0.179 -0.6 -0.1 0.2
H 0.205 5.446 0.311 0.3 0.0 0.0
H -1.792 4.769 1.220 -0.8 0.0 0.5
H -2.009 2.390 2.261 -0.3 0.0 -0.3
H 3.130 -2.988 -1.221 0.2 0.3 0.7
H 3.973 -3.800 0.966 0.3 -0.6 0.1
H 3.921 -3.929 3.248 0.0 -0.1 0.7
H 2.542 -3.864 5.344 0.3 -0.3 1.5
H 0.612 -2.381 5.533 -0.7 0.2 0.3
H -0.381 -1.225 3.410 0.8 -0.6 0.0
B -2.652 1.779 -2.787 2.0 0.9 1.2
N -1.538 1.095 -3.597 0.2 -1.2 -1.8
C -1.175 1.337 -4.895 0.8 -1.1 1.5
C -0.192 0.396 -5.228 0.2 -1.3 2.0
C 0.025 -0.387 -4.033 -1.1 0.8 -1.8
N -0.884 -0.038 -3.110 0.8 2.2 0.0
N -3.088 0.749 -1.749 -2.6 -1.7 3.3
C -4.386 0.415 -1.581 1.0 -0.2 -0.8
C -4.589 -0.532 -0.614 0.5 -1.0 0.7
C -3.314 -0.748 -0.097 -0.5 0.3 0.2
N -2.434 0.089 -0.663 0.8 0.7 -2.7
H -3.584 2.092 -3.417 -0.5 0.1 -0.4
H -2.068 2.707 -2.233 -0.5 0.0 0.0
H -1.509 2.198 -5.485 -0.3 -0.6 0.5
H 0.226 0.120 -6.173 0.3 0.5 -0.3
H 0.738 -1.168 -3.788 -0.2 0.1 -0.4
H -5.139 0.740 -2.229 -0.7 0.8 -0.9
H -5.500 -1.102 -0.428 0.4 0.5 0.1
H -2.984 -1.473 0.636 0.0 0.3 0.1
O -1.628 -3.238 -1.995 0.0 0.1 0.3
H -1.797 -3.247 -1.030 -0.3 -0.6 -1.1
H -2.179 -3.893 -2.474 0.4 0.6 0.9
```
Positions in Å, forces in eV/Å.

=====

# 4
# C32H26AsCuN3O3

A structure of composition C32H26AsCuN3O3 (the ωB97M-V functional and the def2-TZVPD basis, the OMol25 dataset).

Results
* orbital gap: 0.2399 Eh
* total energy: -149696.7705 eV
* net charge: -1

```
66
Properties=species:S:1:pos:R:3:forces:R:3
Cu -0.251 -1.523 0.845 -0.3 0.4 0.2
O -3.065 -3.517 -2.540 -0.2 -0.2 0.3
C -2.055 -4.099 -3.187 0.2 -0.1 -0.8
C -2.442 -4.997 -4.208 2.8 -0.3 -0.9
C -1.442 -5.602 -5.024 0.0 0.9 2.0
C -0.090 -5.290 -4.679 -1.4 -2.4 -2.7
C 0.233 -4.440 -3.699 1.5 1.2 2.0
C -0.693 -3.802 -2.902 -2.7 0.1 0.3
C -0.420 -2.949 -1.684 -0.9 1.0 0.5
O -1.374 -2.286 -1.086 1.6 -1.6 -1.0
N 0.851 -3.000 -1.349 1.0 -0.7 0.0
N 1.225 -2.396 -0.192 -1.3 0.7 0.8
C 2.430 -2.594 0.173 0.9 -0.2 -0.2
C 3.166 -1.995 1.312 -0.2 0.2 -0.4
C 4.561 -2.204 1.431 -1.0 0.5 1.6
C 5.160 -1.732 2.607 1.4 0.0 -1.3
C 4.430 -0.965 3.495 1.6 -1.4 -0.5
C 3.106 -0.791 3.236 -0.8 2.4 1.9
N 2.489 -1.222 2.179 -0.6 -1.1 -0.9
H -2.625 -3.003 -1.820 -0.1 0.6 0.4
H -3.476 -5.151 -4.311 -1.2 -0.3 -0.3
H -1.619 -6.379 -5.787 -0.2 0.7 0.4
H 0.644 -5.887 -5.232 0.1 0.6 0.3
H 1.252 -4.263 -3.379 0.2 -0.1 -0.4
H 2.998 -3.290 -0.436 0.3 0.0 -0.2
H 5.151 -2.701 0.700 0.1 -0.5 -0.6
H 6.273 -1.862 2.735 -1.3 0.1 0.0
H 4.984 -0.590 4.316 -0.2 0.6 0.9
H 2.568 -0.121 3.967 0.0 -0.8 -1.0
C -2.798 -0.694 2.101 -1.2 0.1 -0.7
O -1.437 -0.474 1.988 0.1 -0.7 0.0
H -3.246 -1.333 1.280 0.4 0.7 0.3
H -3.194 -1.205 2.998 0.8 -0.1 0.4
H -3.363 0.283 2.139 0.3 -0.7 -0.3
C 1.796 6.101 1.812 -0.4 -1.4 -0.3
C 2.080 5.189 2.827 0.0 0.3 -0.6
C 1.457 3.965 2.763 -1.0 -1.4 -1.0
C 0.525 3.629 1.726 1.1 -0.3 1.3
C 0.301 4.539 0.702 -0.4 -1.0 1.0
C 0.949 5.727 0.755 1.0 1.3 1.4
As -0.226 1.774 1.941 0.4 0.2 0.7
C 0.111 1.266 0.124 0.5 -0.7 0.1
C 1.295 0.736 -0.428 -0.5 0.3 0.7
C 1.334 0.411 -1.761 1.0 0.2 0.5
C 0.209 0.503 -2.528 -0.5 -0.2 -1.5
C -0.963 0.994 -1.994 -1.4 1.0 -0.5
C -1.050 1.396 -0.623 0.5 -0.5 -3.2
C -2.224 2.013 -0.006 -0.3 -0.7 -0.2
C -3.455 2.311 -0.588 0.6 0.5 3.0
C -4.451 2.887 0.251 0.1 -0.5 -2.8
C -4.212 3.101 1.549 2.1 0.0 2.0
C -2.934 2.840 2.102 -1.2 0.8 0.1
C -1.993 2.249 1.341 0.8 0.5 0.2
H 2.249 7.051 1.745 0.5 1.0 0.2
H 2.798 5.370 3.610 0.1 0.3 0.1
H 1.708 3.152 3.458 -0.2 0.5 0.0
H -0.434 4.339 -0.046 -0.2 -0.2 -0.6
H 0.784 6.493 0.060 -0.4 0.8 -1.3
H 2.179 0.486 0.161 -0.3 0.6 0.2
H 2.306 0.199 -2.170 0.1 -0.6 -0.3
H 0.267 0.184 -3.589 -0.2 0.4 0.7
H -1.780 1.224 -2.756 0.8 -0.6 1.4
H -3.603 2.001 -1.559 -0.6 -0.2 -2.1
H -5.368 3.246 -0.192 -0.3 -0.4 0.0
H -4.907 3.460 2.247 -1.2 0.8 0.4
H -2.677 3.237 3.076 -0.3 -0.4 0.3
```
Positions in Å, forces in eV/Å.